65
Properties=species:S:1:pos:R:3:forces:R:3 method="wB97M-V/def2-TZVPD" lumo_energy_ev=2.12 gap_ev=4.1 molar_mass_da=392.3 total_charge=-1
C -0.665 -1.231 3.055 0.193 -0.066 -0.281
C -0.753 -0.713 1.618 -0.078 -0.389 0.514
C -1.523 -1.708 0.747 0.736 -0.060 -0.166
C -2.139 -1.111 -0.507 -0.328 0.035 0.024
C -3.451 -0.279 -0.330 0.181 -0.251 0.347
C -4.085 -0.190 1.056 0.219 0.322 0.268
O -5.399 -0.885 1.032 -0.748 -0.175 -0.297
B -5.382 -1.713 2.121 0.551 0.359 -0.370
O -5.908 -1.315 3.327 -0.370 -0.715 0.216
O -4.932 -3.039 2.005 0.077 0.100 0.076
P -4.549 1.525 1.331 -0.216 -0.213 -0.218
N -2.991 2.290 1.585 -0.351 0.226 0.255
O -5.099 1.532 2.915 0.008 0.511 -0.157
H -0.247 -2.242 3.027 -0.064 -0.086 0.104
H -1.655 -1.280 3.508 -0.028 0.060 0.082
H 0.010 -0.637 3.675 -0.112 0.127 0.089
H 0.265 -0.645 1.235 -0.025 0.302 -0.175
H -1.212 0.271 1.599 -0.042 0.076 -0.023
H -2.244 -2.267 1.343 -0.257 0.174 -0.040
H -0.754 -2.418 0.419 -0.290 -0.198 -0.007
H -2.339 -1.926 -1.208 0.016 -0.033 -0.051
H -1.380 -0.482 -0.982 0.079 -0.024 -0.049
H -4.211 -0.705 -0.990 -0.057 0.073 -0.099
H -3.258 0.735 -0.719 0.039 0.015 -0.115
H -6.322 -0.460 3.213 0.242 0.564 0.025
H -4.097 -3.110 2.468 0.119 -0.221 0.157
H -2.571 1.888 2.423 0.210 -0.189 -0.172
H -2.390 2.044 0.805 0.124 0.068 -0.019
H -4.345 1.542 3.514 0.032 -0.386 0.216
C 2.561 3.020 -0.160 0.009 -0.063 0.080
C 2.468 1.652 0.491 0.186 -0.044 -0.214
O 1.627 0.772 -0.234 -0.046 0.023 0.073
H 1.571 3.459 -0.250 -0.035 -0.005 -0.007
H 3.199 3.690 0.423 0.012 -0.015 -0.015
H 2.973 2.944 -1.170 0.042 0.010 0.012
H 2.041 1.737 1.490 -0.066 -0.079 -0.002
H 3.463 1.197 0.589 0.045 0.120 0.112
H 1.989 0.665 -1.118 -0.050 -0.012 -0.067
C 0.661 -5.707 -0.933 -0.036 0.020 0.036
C 0.781 -4.491 -1.836 0.142 0.029 0.188
O 0.885 -3.287 -1.095 0.074 -0.066 -0.171
H -0.205 -5.604 -0.280 -0.023 0.002 -0.022
H 0.555 -6.624 -1.517 0.010 0.000 -0.002
H 1.545 -5.803 -0.298 0.024 -0.023 -0.032
H -0.109 -4.388 -2.455 -0.003 0.032 -0.020
H 1.648 -4.598 -2.503 -0.052 -0.055 -0.073
H 1.671 -3.334 -0.540 0.037 0.105 0.040
C 1.383 6.806 -2.985 0.043 -0.068 0.024
C 0.194 5.876 -2.818 -0.007 0.078 0.161
O 0.361 4.985 -1.723 0.076 0.073 -0.177
H 2.299 6.229 -3.124 -0.006 -0.008 -0.030
H 1.250 7.466 -3.844 -0.011 0.010 0.007
H 1.515 7.426 -2.094 -0.032 0.040 -0.019
H 0.074 5.248 -3.700 -0.026 -0.033 0.006
H -0.726 6.455 -2.688 -0.016 0.001 -0.092
H 0.447 5.515 -0.925 -0.064 -0.032 0.078
C 5.437 -0.928 -1.442 -0.129 -0.041 0.011
C 5.400 -1.883 -0.263 -0.016 -0.107 -0.153
O 4.320 -2.808 -0.359 0.004 0.044 0.081
H 4.498 -0.377 -1.510 0.004 0.021 0.032
H 6.257 -0.214 -1.351 0.014 -0.021 0.007
H 5.562 -1.482 -2.375 0.063 0.031 -0.014
H 5.252 -1.340 0.670 -0.047 -0.028 0.025
H 6.345 -2.432 -0.189 0.035 0.071 0.057
H 4.434 -3.309 -1.172 -0.019 -0.016 -0.053